Record 1
C3H2NO2P as an isolated structure in a non-equilibrium geometry. Source: OMol25; level of theory: ωB97M-V with the def2-TZVPD basis set.

Orbital gap ... 9.75 eV
Energy above the lowest of the compared OMol25 structures with the same formula, charge and spin ... 45.5 kcal/mol
Largest force on an atom ... 0.069 Eh/bohr
Total energy ... -18014.33859 eV

Each line ends with the Löwdin charge.
Atoms and positions in Å:
C1 0.124 0.179 0.963  -0.0499
C2 0.221 1.247 -0.008  -0.2490
C3 -0.247 -1.113 0.914  -0.2069
N1 -0.421 -1.503 -1.447  -0.4470
O1 -0.622 -2.169 1.057  0.2136
O2 0.105 1.245 -1.240  -0.2313
P1 -0.173 -0.541 -2.542  0.8025
H1 0.521 0.520 1.821  0.0644
H2 0.492 2.134 0.482  0.1036

Record 2
An isolated ion of composition C3H2NO2S and charge -1 in a non-equilibrium geometry. Source: OMol25; level of theory: ωB97M-V with the def2-TZVPD basis set.

Orbital gap ... 7.42 eV
Energy above the lowest of the compared OMol25 structures with the same formula, charge and spin ... 29.1 kcal/mol
SMILES string ... O=C1N=CS[C@H]1[O-]
Net charge ... -1
Largest force on an atom ... 0.056 Eh/bohr
Total energy ... -19563.94558 eV

Each line ends with the Löwdin charge.
Atoms and positions in Å:
C1 1.173 -0.856 -0.345  -0.5950
C2 -1.011 -0.432 -0.148  -0.5174
C3 -0.460 1.037 0.200  -0.6150
N1 -0.036 -1.373 -0.227  0.0161
O1 -0.938 2.122 -0.206  -0.1679
O2 -2.219 -0.610 -0.071  0.0220
S1 1.606 0.804 -0.197  0.7278
H1 1.964 -1.585 -0.346  0.0329
H2 -0.080 0.891 1.339  0.0965